Model i:
10
Properties=species:S:1:pos:R:3:mulliken_charge:R:1 method="wB97M-V/def2-TZVPD" orbital_gap_ev=7.973 homo_energy_ev=-12.66 charge=+1
C -0.442 -0.912 0.850 0.2939
C 1.060 1.631 -1.522 -0.2326
N 0.200 -1.283 -0.002 0.0691
N -1.234 -0.837 1.796 -0.3210
S -0.500 1.439 -1.400 -0.2125
H 1.780 0.902 -0.982 0.1883
H 1.520 2.181 -2.352 0.2801
H 0.808 -1.558 -0.754 0.3668
H -1.825 -1.616 2.206 0.3047
H -1.368 0.054 2.160 0.2633

=====

Model ii:
10
Properties=species:S:1:pos:R:3:mulliken_charge:R:1 method="wB97M-V/def2-TZVPD" orbital_gap_ev=9.498 homo_energy_ev=-14.18 charge=+1
C -0.328 -0.526 -0.708 -0.1903
C -0.045 -0.271 0.789 0.4884
N 0.467 0.244 -1.507 -0.3314
N -0.467 0.621 1.611 -0.2749
S 0.887 -1.608 0.628 -0.0626
H -1.039 -1.251 -1.212 0.3815
H 0.890 -0.073 -2.300 0.2338
H -0.343 0.589 2.558 0.2449
H -1.032 1.326 1.236 0.2616
H 1.010 0.949 -1.096 0.2489

=====

Of them, the most stable is model ii and the least stable is model i.

=====

Model i:
10
Properties=species:S:1:pos:R:3:mulliken_charge:R:1 method="wB97M-V/def2-TZVPD" orbital_gap_ev=10.251 homo_energy_ev=-9.79 charge=0
C 0.785 -0.299 -1.119 0.6239
N 1.220 -0.262 -2.256 -0.4909
N -1.107 0.164 -1.047 -0.6344
N -1.292 0.319 0.125 1.0137
N 0.253 0.451 1.010 -0.1405
O 1.089 -0.351 0.110 -0.1276
O 0.237 -0.247 2.197 -0.3687
O -2.155 0.373 0.894 -0.5973
H 0.478 -0.423 -2.952 0.3228
H 0.491 0.275 3.037 0.3990

=====

Model ii:
10
Properties=species:S:1:pos:R:3:mulliken_charge:R:1 method="wB97M-V/def2-TZVPD" orbital_gap_ev=9.845 homo_energy_ev=-10.16 charge=0 smiles="O/N=c1/nnon1O"
O 1.052 -0.365 1.837 -0.3427
N 0.995 0.738 0.952 -0.3437
C 0.399 0.522 -0.122 0.6131
N 0.320 1.489 -1.154 -0.1935
N -0.270 0.978 -2.092 -0.0405
O -0.609 -0.340 -1.859 -0.1219
N -0.362 -0.668 -0.535 0.0121
O -1.565 -0.680 0.135 -0.3488
H 1.675 -0.044 2.534 0.3848
H -1.635 -1.629 0.305 0.3812

=====

Of them, the most stable is model ii and the least stable is model i.

=====

Model i:
18
Properties=species:S:1:pos:R:3:mulliken_charge:R:1 method="wB97M-V/def2-TZVPD" orbital_gap_ev=10.010 homo_energy_ev=-9.76 charge=0 smiles="C[C@@H](N)C=O.O.O"
C 0.418 -0.469 -2.122 -1.6650
C -0.056 0.249 -0.824 0.5730
N -0.615 1.481 -1.136 -0.5731
C -1.046 -0.652 -0.165 0.1027
O -0.707 -1.801 -0.037 -0.4678
H 1.016 0.036 -2.783 0.5113
H -0.438 -0.649 -2.803 0.3921
H 0.914 -1.454 -1.950 0.3138
H 0.879 0.367 -0.276 0.1204
H -1.586 1.660 -1.326 0.2030
H -0.299 1.991 -1.982 0.2354
H -1.860 -0.148 0.446 0.2751
O 1.528 -1.333 2.280 -0.6109
H 2.116 -0.759 1.772 0.3113
H 1.049 -1.721 1.558 0.3059
O 0.096 1.962 1.669 -0.5853
H -0.117 2.870 1.705 0.2861
H -0.607 1.635 1.087 0.2721

=====

Model ii:
18
Properties=species:S:1:pos:R:3:mulliken_charge:R:1 method="wB97M-V/def2-TZVPD" orbital_gap_ev=9.581 homo_energy_ev=-9.25 charge=0 smiles="CNC(C)=O.O.O"
C -1.090 -1.486 0.444 -0.7814
N -1.182 -0.047 0.159 -0.1301
C -0.518 0.520 -0.902 0.5341
C -0.068 -0.179 -2.134 -0.8964
O -0.531 1.754 -0.875 -0.6578
H -0.890 -2.061 -0.477 0.2384
H -2.132 -1.862 0.662 0.2999
H -0.678 -1.765 1.455 0.2298
H -1.268 0.497 1.000 0.2859
H 0.733 0.255 -2.707 0.2729
H 0.024 -1.294 -2.036 0.2908
H -0.992 -0.061 -2.733 0.3216
O 2.773 0.829 -0.558 -0.6433
H 1.963 1.329 -0.345 0.3331
H 2.993 0.436 0.288 0.3103
O 0.437 0.833 2.581 -0.6217
H -0.126 0.556 3.324 0.2990
H 0.552 1.749 2.853 0.3150

=====

Model iii:
18
Properties=species:S:1:pos:R:3:mulliken_charge:R:1 method="wB97M-V/def2-TZVPD" orbital_gap_ev=9.889 homo_energy_ev=-9.15 charge=0 smiles="CNCC=O.O.O"
C 0.170 -0.819 -1.339 -0.7250
N 0.839 -1.364 -0.156 -0.4092
C 0.149 -1.052 1.124 0.9953
C 1.041 0.012 1.747 -0.0661
O 0.751 1.173 1.622 -0.4614
H -0.862 -0.493 -1.183 0.2173
H 0.643 0.147 -1.571 0.2875
H 0.346 -1.427 -2.223 0.3477
H 0.826 -2.371 -0.212 0.2560
H 0.153 -1.953 1.721 0.4564
H -0.833 -0.623 0.953 -0.9203
H 1.901 -0.369 2.323 0.3321
O 1.126 2.157 -1.927 -0.6577
H 1.280 2.799 -1.227 0.3121
H 0.389 2.404 -2.485 0.3141
O -3.022 0.554 0.953 -0.6654
H -2.369 -0.153 0.947 0.0543
H -2.528 1.378 0.933 0.3320

=====

Of them, the most stable is model ii and the least stable is model i.

=====

Model i:
18
Properties=species:S:1:pos:R:3:mulliken_charge:R:1 method="wB97M-V/def2-TZVPD" orbital_gap_ev=10.286 homo_energy_ev=-9.70 charge=0 smiles="CN(C)C=O.O.O"
C 1.264 -0.752 -0.385 -0.8203
N 0.325 -0.290 0.623 0.2553
C 0.339 -0.870 1.988 -0.9438
C 0.201 1.088 0.739 -0.1889
O 0.321 1.883 -0.168 -0.4370
H 2.133 -0.080 -0.453 0.2864
H 0.901 -0.651 -1.399 0.2281
H 1.556 -1.782 -0.189 0.3437
H 0.757 -0.234 2.764 0.3555
H 0.842 -1.823 1.800 0.3194
H -0.638 -1.130 2.397 0.2798
H -0.299 1.481 1.641 0.3573
O 0.462 1.234 -2.577 -0.6172
H 0.440 2.192 -2.580 0.3026
H -0.449 1.004 -2.383 0.3122
O -3.027 -0.120 -0.561 -0.6484
H -3.020 -0.977 -1.001 0.3149
H -2.107 -0.174 -0.255 0.3005

=====

Model ii:
18
Properties=species:S:1:pos:R:3:mulliken_charge:R:1 method="wB97M-V/def2-TZVPD" orbital_gap_ev=10.476 homo_energy_ev=-9.79 charge=0 smiles="CN(C)C=O.O.O"
C 1.466 -1.442 0.619 -0.9540
N 0.043 -1.154 0.387 0.1516
C -0.698 -2.403 0.416 -0.9936
C -0.598 -0.101 1.006 0.1970
O 0.013 0.905 1.321 -0.6921
H 1.757 -2.080 -0.210 0.3364
H 1.659 -1.968 1.556 0.3377
H 2.036 -0.524 0.717 0.3016
H -0.477 -2.933 1.357 0.3460
H -0.447 -3.110 -0.378 0.2912
H -1.768 -2.214 0.343 0.3329
H -1.681 -0.122 0.838 0.2833
O -0.978 1.052 -2.409 -0.6249
H -0.114 1.471 -2.315 0.3241
H -0.908 0.348 -3.066 0.2980
O 0.775 2.684 -0.663 -0.6498
H 0.376 3.548 -0.633 0.3063
H 0.463 2.213 0.137 0.4083

=====

Of them, the most stable is model ii and the least stable is model i.